40
Properties=species:S:1:pos:R:3 method="wB97M-V/def2-TZVPD" lumo_energy_ev=0.74 multiplicity=1 homo_lumo_gap_ev=9.71 smiles=CC[C@@H](C)B([C@H](C)CC)[C@H](C)CC homo_energy_ev=-8.9684 charge=0
B 0.12 0.21 0.24
C 1.85 -0.25 -2.23
C 0.75 -3.45 1.66
C -3.27 0.18 -1.93
C 1.42 2.53 0.49
C 0.59 -0.09 2.53
C -2.03 1.51 0.56
C 1.82 1.11 -1.57
C 0.89 -2.18 0.84
C -2.03 -0.41 -1.17
C 1.48 1.04 -0.08
C 0.10 -0.96 1.32
C -1.26 0.75 -0.48
H 0.81 -0.67 -2.20
H 2.02 -0.21 -3.29
H 2.61 -0.88 -1.86
H 1.35 -4.30 1.36
H 1.02 -3.36 2.70
H -0.31 -3.64 1.63
H -3.96 -0.59 -2.19
H -3.85 0.99 -1.50
H -2.95 0.61 -2.89
H 1.33 2.50 1.59
H 0.54 2.97 0.11
H 2.22 3.10 0.05
H -0.05 0.76 2.58
H 1.65 0.13 2.37
H 0.54 -0.65 3.49
H -2.65 0.83 1.20
H -1.44 2.21 1.13
H -2.71 2.16 0.04
H 2.78 1.66 -1.62
H 1.12 1.77 -2.06
H 1.86 -1.80 0.97
H 0.72 -2.37 -0.22
H -1.36 -0.92 -1.89
H -2.38 -1.19 -0.47
H 2.32 0.60 0.51
H -0.94 -1.22 1.35
H -0.71 1.54 -1.10


50
Properties=species:S:1:pos:R:3 method="wB97M-V/def2-TZVPD" lumo_energy_ev=-3.18 multiplicity=1 homo_lumo_gap_ev=9.15 homo_energy_ev=-12.3312 charge=+1
C 4.35 -4.38 0.97
C 4.22 -3.00 0.33
Br 4.09 -3.16 -1.60
C 3.09 -2.13 0.92
N 1.98 -1.81 0.04
C 1.02 -2.58 -0.33
N -0.04 -2.12 -1.13
N 1.00 -3.88 0.08
P -0.56 -4.76 -0.07
O -0.12 -6.07 0.74
Cl -1.51 -3.61 1.37
H 4.81 -5.09 0.29
H 3.39 -4.76 1.31
H 4.99 -4.31 1.86
H 5.14 -2.44 0.50
H 3.49 -1.15 1.18
H 2.70 -2.60 1.83
H 1.98 -0.85 -0.31
H 0.32 -1.70 -1.99
H -0.61 -1.42 -0.65
H 1.79 -4.42 -0.27
H 0.70 -6.05 1.27
O 3.16 0.99 -0.29
C 2.45 1.44 0.58
O 1.26 0.83 0.78
C 0.37 1.18 1.88
C -0.50 2.37 1.56
C 2.83 2.65 1.39
H 0.95 1.31 2.79
H -0.24 0.28 2.01
H 0.10 3.27 1.43
H -1.20 2.55 2.38
H -1.08 2.22 0.66
H 2.50 3.53 0.85
H 3.91 2.68 1.47
H 2.39 2.68 2.39
O -3.33 3.41 0.62
C -3.95 3.16 -0.38
O -3.25 2.98 -1.52
C -3.86 2.57 -2.76
C -4.43 3.74 -3.53
C -5.45 3.10 -0.41
H -4.61 1.80 -2.57
H -3.05 2.10 -3.31
H -5.24 4.23 -2.99
H -4.82 3.40 -4.49
H -3.65 4.48 -3.72
H -5.82 4.11 -0.58
H -5.79 2.78 0.58
H -5.87 2.45 -1.16


49
Properties=species:S:1:pos:R:3 method="wB97M-V/def2-TZVPD" lumo_energy_ev=-7.00 multiplicity=1 homo_lumo_gap_ev=8.69 homo_energy_ev=-15.6856 charge=+2
C -0.71 -4.22 -4.85
C -0.44 -3.37 -3.64
H -1.79 -4.37 -4.98
H -0.22 -5.20 -4.75
H -0.30 -3.73 -5.75
O -1.20 -2.67 -2.99
Cl 1.30 -3.44 -3.17
La 0.15 -0.89 -0.77
P -0.68 1.76 -1.95
C -1.97 3.01 -2.10
C 0.77 2.88 -1.96
H 0.23 0.55 -3.92
H -0.50 2.17 -4.28
H -1.57 0.74 -4.00
C -0.62 1.22 -3.71
H 1.70 2.32 -2.08
H 0.61 3.55 -2.84
H -1.66 3.67 -2.94
H -2.04 3.61 -1.18
H 0.79 3.49 -1.03
H -2.94 2.56 -2.33
C -1.89 0.48 -0.01
O -2.78 1.14 0.35
Cl 2.36 -0.20 -1.84
C 0.74 3.32 2.08
C 1.77 2.39 1.56
O 1.13 0.96 1.22
P 0.95 -0.20 2.45
O -0.66 -0.08 2.69
C -1.28 -0.43 3.97
C -0.65 0.32 5.10
O 0.84 -1.64 1.42
C 0.73 -3.05 2.11
C 1.81 -3.86 1.46
H 0.12 3.66 1.26
H 1.21 4.21 2.49
H 0.11 2.90 2.85
H 2.16 2.75 0.59
H 2.60 2.16 2.24
H -2.33 -0.11 3.91
H -1.26 -1.52 4.09
H -0.84 1.42 5.04
H -1.14 -0.02 6.03
H 0.43 0.15 5.18
H 0.94 -2.83 3.16
H -0.30 -3.36 1.96
H 2.77 -3.43 1.75
H 1.86 -4.91 1.76
H 1.70 -3.84 0.37


46
Properties=species:S:1:pos:R:3 method="wB97M-V/def2-TZVPD" lumo_energy_ev=0.52 multiplicity=1 homo_lumo_gap_ev=9.03 homo_energy_ev=-8.5102 charge=0
Cl 0.28 1.99 3.88
C -0.32 1.52 2.22
C -1.78 1.04 2.21
Cl -2.98 2.29 2.71
H 0.41 0.85 1.81
H -0.17 2.50 1.53
H -1.83 0.19 2.81
H -2.15 0.83 1.18
Cl -4.00 -1.29 0.28
C -3.55 -2.87 0.36
C -3.54 -3.39 1.84
Cl -2.35 -2.45 2.88
H -2.49 -2.95 -0.03
H -4.36 -3.31 -0.19
H -3.34 -4.49 1.95
H -4.63 -3.32 2.27
Cl -1.27 3.77 -0.80
C 0.24 3.91 -1.53
C 0.64 5.33 -1.92
Cl -0.19 5.49 -3.51
H 0.37 3.13 -2.33
H 0.93 3.54 -0.90
H 1.75 5.54 -2.18
H 0.26 6.18 -1.35
C 0.84 -2.78 1.08
C 1.93 -2.09 0.30
N 1.46 -0.84 -0.37
C 2.40 0.14 -0.70
C 3.64 -0.22 -0.90
C 0.71 -1.35 -1.50
C -0.30 -0.31 -1.95
H 1.28 -3.61 1.78
H -0.09 -3.07 0.54
H 0.34 -1.92 2.00
H 2.22 -2.95 -0.21
H 2.81 -1.94 0.86
H 2.39 0.59 0.26
H 1.96 0.91 -1.27
H 4.29 -0.98 -0.53
H 4.21 0.83 -0.90
H 3.98 -0.51 -1.81
H 0.35 -2.23 -1.38
H 1.46 -1.48 -2.26
H 0.23 0.62 -2.33
H -1.21 -0.17 -1.15
H -0.81 -0.67 -2.74